Entry 1:
{"formula": "C6H10O", "method": "ωB97M-V with the def2-TZVPD basis set", "multiplicity": 1, "e_above_lowest_kcal_mol": 33.9, "e_homo_ev": -9.066, "smiles": "C=CC=C.CC=O", "e_tot_ev": -8429.7721, "homo_lumo_gap_ev": 9.831, "species": ["C", "C", "C", "C", "C", "C", "O", "H", "H", "H", "H", "H", "H", "H", "H", "H", "H"], "positions_angstrom": [[-2.585514, 0.247737, -0.267082], [-1.305371, 1.038622, -0.313627], [0.447826, -1.615783, 0.578355], [1.252869, -1.165811, -0.386599], [1.936642, 0.140873, -0.408385], [2.167683, 0.917711, 0.650498], [-0.843988, 1.520495, -1.319420], [-2.448668, -0.664482, 0.324028], [-2.905842, -0.000407, -1.281021], [-3.364032, 0.844484, 0.224540], [-0.790319, 1.172826, 0.662698], [-0.011861, -2.598135, 0.517238], [0.221647, -1.024156, 1.463820], [1.418065, -1.797762, -1.258630], [2.273484, 0.478404, -1.386757], [1.879078, 0.624855, 1.657741], [2.658293, 1.880536, 0.542606]], "forces_ev_per_angstrom": [[-0.002, -0.033, -0.093], [0.026, 0.092, -0.229], [0.102, 0.063, -0.090], [-0.106, -0.094, 0.128], [0.054, 0.124, 0.162], [-0.017, -0.106, -0.109], [-0.208, -0.178, 0.377], [0.007, 0.146, -0.079], [0.010, 0.033, 0.136], [0.132, -0.054, -0.039], [-0.018, 0.037, -0.141], [0.093, 0.136, -0.009], [0.044, -0.068, -0.140], [-0.027, 0.086, 0.130], [-0.077, -0.026, 0.133], [0.063, -0.007, -0.136], [-0.076, -0.151, -0.002]]}



Entry 2:
{"formula": "C22H31Cl3N3O3V", "method": "ωB97M-V with the def2-TZVPD basis set", "multiplicity": 3, "s2": 2.0133, "e_homo_ev": [-7.741, -7.815], "e_tot_ev": -97187.9300, "homo_lumo_gap_ev": [7.866, 8.026], "species": ["O", "C", "C", "C", "H", "C", "H", "C", "H", "C", "H", "C", "H", "H", "C", "C", "H", "H", "H", "C", "C", "H", "H", "H", "H", "V", "Cl", "Cl", "H", "H", "C", "C", "N", "H", "C", "O", "H", "H", "H", "H", "H", "H", "C", "C", "N", "H", "C", "O", "H", "H", "H", "H", "Cl", "C", "C", "C", "C", "N", "C", "H", "H", "H", "H"], "positions_angstrom": [[0.567154, 0.920420, -0.026498], [1.845364, 0.835888, -0.499877], [2.031842, 1.602775, -1.830717], [0.973619, 1.832714, -2.697707], [-0.008197, 1.429286, -2.434291], [1.170955, 2.541829, -3.883533], [0.307714, 2.725407, -4.524135], [2.444220, 2.985641, -4.232997], [2.599458, 3.521376, -5.173868], [3.518212, 2.734488, -3.370822], [4.517418, 3.066024, -3.635106], [3.312093, 2.059963, -2.165868], [4.137350, 1.862581, -1.474791], [2.565018, 1.315692, 0.195483], [2.916565, -1.213875, 0.729079], [2.335376, -0.677058, -0.546726], [3.807361, -1.817339, 0.502374], [2.219097, -1.867020, 1.276655], [3.219831, -0.383431, 1.381223], [2.528689, -1.262378, -1.747654], [3.120121, -2.619096, -1.986825], [2.244635, -0.719088, -2.656509], [4.033025, -2.510435, -2.588763], [2.453904, -3.256985, -2.581937], [3.388428, -3.159120, -1.072010], [-0.516537, -0.985622, 0.003677], [-1.379889, -0.502876, -2.046494], [0.297902, -3.044121, -0.213526], [-2.151969, 4.703483, -0.943559], [-4.139003, 3.148010, -1.180376], [-1.535927, 3.811253, -1.129903], [-3.481928, 2.268556, -1.200609], [-2.197582, 2.622768, -0.614433], [-0.566351, 3.924459, -0.634106], [-1.665801, 1.916920, 0.392345], [-2.057636, 0.776081, 0.743272], [-3.923913, 1.446553, -0.634902], [-0.839515, 2.429282, 0.908043], [-1.380799, 3.722695, -2.214294], [-3.344297, 1.969883, -2.247161], [-0.200987, -1.672904, 5.337464], [-0.003849, 0.989067, 5.698560], [0.642340, -1.484899, 4.659776], [0.702348, 0.985527, 4.858228], [0.492053, -0.183268, 4.016352], [0.694831, -2.271889, 3.902611], [0.088761, -0.070389, 2.749084], [-0.082373, -1.074885, 2.004920], [0.563548, 1.892411, 4.259495], [-0.079917, 0.950475, 2.371031], [1.559168, -1.471456, 5.256741], [1.719587, 0.973401, 5.268926], [-4.053731, -5.208983, -1.610969], [-3.739680, -4.023346, -0.421011], [-4.405911, -4.048529, 0.807322], [-4.098805, -3.051304, 1.728124], [-3.092042, -2.119150, 1.420770], [-2.391220, -2.174910, 0.285277], [-2.786629, -3.031878, -0.675079], [-5.135898, -4.830457, 0.997686], [-4.604365, -2.974019, 2.684551], [-2.852492, -1.298629, 2.095054], [-2.300745, -2.955567, -1.637063]], "forces_ev_per_angstrom": [[-1.164, -1.679, 0.624], [0.873, -0.828, -0.636], [0.441, -0.441, 0.462], [-0.214, 0.073, 0.091], [0.411, 0.295, -0.111], [0.015, -0.102, 0.103], [0.290, -0.015, -0.006], [-0.009, 0.000, 0.035], [-0.007, -0.170, 0.346], [-0.135, -0.093, 0.170], [-0.090, 0.016, -0.004], [-0.291, 0.071, -0.308], [-0.178, 0.107, -0.282], [-0.120, 0.023, 0.029], [-0.049, -0.428, 0.281], [0.926, 1.617, -1.612], [-0.204, 0.184, 0.208], [0.232, 0.253, -0.097], [-0.079, -0.189, -0.078], [-0.311, 0.151, 0.564], [0.196, -0.090, -0.101], [-0.013, -0.136, 0.374], [-0.071, 0.013, 0.067], [-0.032, 0.152, 0.211], [-0.193, 0.148, -0.187], [-0.361, 2.267, -0.181], [-0.176, -0.218, -0.537], [0.255, -0.785, 0.004], [0.134, -0.163, -0.034], [0.112, -0.147, 0.094], [-0.131, 0.172, 0.217], [0.185, -0.097, -0.354], [-0.088, -0.118, 0.550], [-0.165, -0.028, -0.213], [-0.269, -0.588, -0.255], [0.347, 0.759, -0.006], [0.128, 0.120, -0.151], [-0.160, -0.173, -0.274], [0.048, -0.096, 0.322], [-0.070, -0.080, 0.223], [0.115, 0.033, -0.179], [0.088, 0.011, -0.193], [0.094, -0.026, -0.031], [-0.066, 0.088, -0.074], [-0.268, -0.011, -0.278], [-0.026, 0.226, 0.162], [0.063, -0.807, -0.453], [0.022, 1.068, 1.304], [0.043, -0.193, 0.191], [0.209, -0.386, 0.084], [-0.084, -0.077, -0.134], [-0.181, 0.017, -0.151], [-0.162, -0.251, -0.350], [0.272, 0.954, 0.639], [0.386, 0.232, -0.194], [0.385, 0.365, -0.296], [-0.287, -0.572, 0.056], [-0.925, 0.325, -0.327], [-0.025, -0.492, 0.737], [0.088, 0.194, 0.077], [-0.007, -0.082, -0.156], [0.098, -0.309, -0.064], [0.157, -0.068, 0.086]]}